Entry 1:
Density functional theory data (the ωB97M-V functional and the def2-TZVPD basis) for a 2-piece molecular cluster, CF3I2P overall.

Element x y z (Å)
C1 -0.2029 -0.2039 -0.0619
F1 -0.2517 -1.4439 0.3772
F2 -1.1028 0.4658 0.5392
F3 -0.4266 -0.0901 -1.3815
P1 2.2211 0.9283 0.2842
I1 1.7344 2.6500 1.7973
I2 3.3673 -0.7852 1.4639

The max |F| is 3.42 eV/A. As for the energy above the lowest of the compared OMol25 structures with the same formula, charge and spin: 48.2 kcal per mole. The calculation puts the highest occupied orbital energy (spin up / spin down) at -8.8 / -8.7 eV. The total charge is 0.


Entry 2:
Density functional theory data (the ωB97M-V functional and the def2-TZVPD basis) for C21H21BrF4MoN3PS2 as an isolated structure.

Element x y z (Å)
Mo1 -1.5771 0.4572 -0.5319
N1 -3.7962 1.2365 -1.0670
N2 -3.9043 2.6390 -1.1136
C1 -2.9025 3.4471 -0.7720
N3 -3.0459 4.7422 -0.7652
S1 -1.3348 2.7769 -0.3405
H1 -4.1437 0.8689 -1.9534
H2 -4.4546 0.8964 -0.3662
H3 -4.8150 3.0247 -1.3436
H4 -3.9228 5.2053 -0.9871
H5 -2.2858 5.3557 -0.4990
F1 -0.5015 -1.0963 6.3417
C2 -0.2739 -0.8661 5.0873
C3 1.0280 -0.8738 4.5879
F2 2.0373 -1.1221 5.3753
C4 1.2511 -0.6190 3.2377
F3 2.4986 -0.6451 2.7667
C5 0.2121 -0.3486 2.3555
P1 0.4915 -0.2193 0.5606
C6 1.9905 0.7788 0.3564
C7 2.1494 1.9015 1.2220
C8 3.3301 2.5930 1.2127
C9 4.3301 2.2389 0.2781
C10 4.1675 1.1319 -0.5943
C11 2.9875 0.4326 -0.5859
C12 0.7125 -1.9354 0.0469
C13 -0.4585 -2.5824 -0.3761
C14 -0.4447 -3.9353 -0.6537
C15 0.7465 -4.6445 -0.5169
C16 1.9081 -4.0087 -0.0976
C17 1.9009 -2.6495 0.1901
C18 -1.0716 -0.3562 2.8874
Br1 -2.5832 -0.0169 1.7563
C19 -1.3380 -0.6061 4.2185
F4 -2.5807 -0.5957 4.6506
H6 1.3657 2.1746 1.9184
H7 3.4874 3.4090 1.9066
H8 5.2210 2.8540 0.1945
H9 4.9647 0.8432 -1.2682
H10 2.8572 -0.4080 -1.2553
H11 -1.3986 -2.0207 -0.4694
H12 -1.3455 -4.4462 -0.9681
H13 0.7660 -5.7037 -0.7382
H14 2.8254 -4.5703 0.0221
H15 2.8043 -2.1666 0.5408
C20 0.2770 -0.9959 -3.4117
S2 -0.9768 0.1268 -2.7644
C21 -2.0286 0.4323 -4.1977
H16 -0.2024 -1.6503 -4.1384
H17 0.6875 -1.5793 -2.5908
H18 1.0528 -0.4059 -3.8980
H19 -1.3930 0.8022 -5.0025
H20 -2.7608 1.1951 -3.9436
H21 -2.5097 -0.4956 -4.5041

The multiplicity is 3. The max |F| is 1.39 eV/A. As for the energy above the lowest of the compared OMol25 structures with the same formula, charge and spin: 0.0 kcal per mole. The calculation puts the highest occupied orbital energy (spin up / spin down) at -20.2 / -20.2 eV. The total charge is +4.


Entry 3:
Density functional theory data (the ωB97M-V functional and the def2-TZVPD basis) for C13H14Cl2NO3Ti as an isolated structure.

Element x y z (Å)
Ti1 -0.1669 -0.0257 0.3578
C1 -2.4418 -0.8773 -1.5362
O1 -1.6638 0.2700 -1.0712
C2 -2.5036 1.3843 -0.6672
C3 -1.5678 2.4954 -0.2675
O2 -0.5946 1.9642 0.6814
C4 -0.7156 2.4792 2.0458
H1 -3.1016 -0.5475 -2.3355
H2 -3.0068 -1.2888 -0.6997
H3 -1.7308 -1.6032 -1.9248
H4 -3.1363 1.0568 0.1634
H5 -3.1289 1.6875 -1.5081
H6 -2.1134 3.3179 0.1927
H7 -1.0006 2.8709 -1.1192
H8 -0.7054 3.5655 2.0039
H9 0.1543 2.1204 2.5920
H10 -1.6348 2.1010 2.4924
Cl1 -2.0231 -1.9598 4.2609
C5 -0.3687 -1.6957 3.9376
C6 0.5956 -2.0179 4.9129
C7 1.9259 -1.8246 4.6674
Cl2 3.0776 -2.2372 5.8626
C8 2.3641 -1.2888 3.4206
C9 3.7120 -1.0686 3.0831
C10 4.0390 -0.5497 1.8519
C11 3.0245 -0.2338 0.9544
N1 1.7373 -0.4252 1.2327
C12 1.3888 -0.9617 2.4539
C13 0.0159 -1.1783 2.7236
O3 -0.9119 -0.9020 1.7410
H11 0.2633 -2.4290 5.8558
H12 4.4825 -1.3141 3.8014
H13 5.0671 -0.3772 1.5701
H14 3.2578 0.1890 -0.0155

The multiplicity is 2. The max |F| is 1.13 eV/A. As for the energy above the lowest of the compared OMol25 structures with the same formula, charge and spin: 2.9 kcal per mole. The calculation puts the highest occupied orbital energy (spin up / spin down) at -14.9 / -14.9 eV. The total charge is +2.


Entry 4:
Density functional theory data (the ωB97M-V functional and the def2-TZVPD basis) for C13H3Cl5F6FeN3O8S2 as an isolated structure.

Element x y z (Å)
Fe1 0.3530 -0.6564 -0.4514
O1 -5.4319 -0.7019 -1.0503
C1 -5.0556 0.5091 -0.6619
O2 -5.8410 1.3958 -0.4585
C2 -3.5944 0.7443 -0.4693
C3 -3.0598 1.9588 -0.0731
N1 -1.7304 1.8176 -0.0160
N2 -1.3651 0.5797 -0.3351
C4 -2.4740 -0.0844 -0.6285
C5 -2.2488 -1.4836 -1.1200
O3 -3.1710 -2.2077 -1.4232
O4 -0.9809 -1.7936 -1.2102
H1 -4.6724 -1.3211 -1.1827
H2 -3.5561 2.8861 0.1580
H3 -1.0217 2.4832 0.2658
F1 4.1686 -1.6604 -2.5887
C6 3.2129 -0.7824 -2.3665
F2 3.1505 0.0794 -3.3650
F3 2.0338 -1.4467 -2.3101
S1 3.5201 0.0854 -0.7228
O5 2.4381 -0.4286 0.1277
O6 4.8551 -0.2206 -0.3682
N3 3.3161 1.6207 -1.0287
S2 1.8211 2.1032 -1.0242
O7 1.3306 2.7017 0.1799
O8 0.9283 1.0765 -1.5942
C7 1.8703 3.4403 -2.2925
F4 2.7620 4.3479 -1.9355
F5 2.1734 2.9453 -3.4804
F6 0.6593 3.9899 -2.3344
Cl1 -0.5715 1.0630 2.7961
C8 -0.0130 -0.5741 2.7806
C9 0.2740 -1.2111 1.5886
C10 0.7715 -2.5009 1.6610
Cl2 1.2177 -3.2574 0.1531
C11 0.9533 -3.1872 2.8530
Cl3 1.5635 -4.7897 2.8600
C12 0.6317 -2.5341 4.0413
Cl4 0.8387 -3.3429 5.5393
C13 0.1560 -1.2235 4.0067
Cl5 -0.2121 -0.4197 5.4804

The multiplicity is 6. The max |F| is 0.70 eV/A. As for the energy above the lowest of the compared OMol25 structures with the same formula, charge and spin: 0.0 kcal per mole. The calculation puts the highest occupied orbital energy (spin up / spin down) at -9.7 / -9.7 eV. The total charge is 0.